1.
C5H6BrCl | ωB97M-V/def2-TZVPD

Its spin multiplicity is 1. The SMILES is CC(C)(Cl)C#CBr. The HOMO energy comes out at -9.7 eV.

Positions of all 13 atoms, in Å:
H: 1.90 0.18 1.34
C: 0.83 -0.05 1.29
C: 0.27 0.45 -0.01
Br: -4.31 -0.74 -0.07
H: 0.35 0.15 -2.15
H: 1.91 0.09 -1.32
H: 0.70 -1.13 1.37
Cl: 0.36 2.22 -0.11
H: 0.34 0.42 2.14
C: 0.86 -0.19 -1.25
C: -2.58 -0.25 -0.04
C: -1.43 0.11 -0.01
H: 0.79 -1.27 -1.18

2.
C4H8O | ωB97M-V/def2-TZVPD

Its spin multiplicity is 1. The SMILES is C/C=C(/C)O. The HOMO energy comes out at -8.7 eV.

Positions of all 13 atoms, in Å:
C: -0.13 -0.77 0.20
H: 0.38 -1.69 0.30
C: -1.58 -1.07 -0.04
O: -0.40 1.34 -0.84
H: 2.29 1.27 -0.28
H: 1.56 1.74 1.25
H: -1.74 -1.10 -1.16
C: 1.65 0.85 0.58
H: -1.85 -2.07 0.42
H: 2.30 0.22 1.08
C: 0.44 0.35 -0.14
H: -2.28 -0.19 0.39
H: -0.63 1.13 -1.77

3.
ClFH2NOP | ωB97M-V/def2-TZVPD

Its spin multiplicity is 1. The SMILES is N=[P@@](O)(F)Cl. The HOMO energy comes out at -10.6 eV.

Positions of all 7 atoms, in Å:
H: -1.66 -0.66 0.78
P: 0.07 0.15 -0.05
N: 1.50 -0.36 -0.12
F: -0.24 1.54 0.78
H: 2.26 -0.48 -0.78
Cl: -1.22 0.54 -1.57
O: -0.70 -0.73 0.97

4.
C35H66AlBrCsN4O15P2S2 | ωB97M-V/def2-TZVPD

Its spin multiplicity is 1. As for the charge: +1. The HOMO energy comes out at -6.0 eV.

Positions of all 127 atoms, in Å:
N: 3.04 2.58 -3.54
H: 8.91 2.87 0.15
C: 6.93 3.66 0.54
C: 1.18 -1.33 -8.36
H: -6.63 -2.31 7.28
H: -3.93 -7.77 0.32
C: 1.04 3.20 -7.21
Al: -4.65 2.21 9.87
H: 0.70 3.00 -6.20
C: 3.03 5.65 0.51
H: -2.03 -6.68 -0.75
O: 5.70 3.90 -0.09
O: -5.07 -4.24 1.47
N: -3.81 -4.49 1.12
C: -3.07 -0.73 -8.32
C: -2.17 -5.84 -0.08
P: -0.16 0.89 -7.77
H: 2.15 2.56 -3.06
N: -3.52 -0.81 4.18
H: 0.77 4.22 -7.45
H: -1.34 -2.47 2.23
H: -5.39 -2.50 5.36
H: -0.41 -4.60 -0.26
H: 1.60 -1.27 -7.36
O: 0.34 2.37 -8.15
C: 2.57 4.13 2.55
H: -1.41 -4.23 2.21
H: -0.20 -2.59 -9.45
H: -1.68 -6.14 0.86
S: 0.48 0.77 3.94
H: -1.93 0.94 5.37
H: 4.10 3.16 -1.04
H: 7.30 4.63 0.86
H: -1.41 1.32 3.21
C: 2.54 3.02 -7.33
H: -4.43 -1.92 0.18
H: 8.13 3.61 -1.26
O: 2.95 5.82 -0.71
C: -2.18 0.01 -9.29
C: -6.03 1.06 8.25
C: -4.72 -2.37 6.21
H: 5.58 2.31 -1.41
H: 3.05 3.62 -6.58
C: 2.41 4.38 1.11
O: 1.79 3.57 0.45
H: 3.56 1.74 -3.63
H: 2.01 -1.57 -9.03
C: 3.71 6.29 2.86
H: 4.08 7.42 1.12
H: -2.80 0.47 -10.07
O: 4.20 7.11 3.64
H: -0.72 -2.20 -7.81
H: 6.86 -1.05 0.94
H: 5.55 1.34 0.95
N: 2.88 4.85 -3.88
H: -5.50 -5.37 -0.92
C: 3.16 4.97 3.42
C: 0.15 -2.44 -8.43
C: -2.14 -3.29 -0.31
H: -2.66 -3.32 3.07
C: -1.32 0.40 6.08
H: -2.80 -3.03 -1.15
O: -1.47 1.08 -8.68
H: -1.40 -2.48 -0.27
H: -0.22 -1.20 5.02
H: -5.47 -3.41 7.92
C: 7.96 3.00 -0.37
H: -1.00 1.06 6.88
C: 3.63 6.50 1.46
H: 0.75 -0.16 6.10
O: 7.41 -0.48 0.37
Cs: -2.52 -4.57 6.34
O: 3.30 4.69 4.69
H: -4.09 -1.37 8.80
H: 2.83 1.98 -7.21
C: -3.95 0.16 3.57
H: -1.34 -4.70 -1.72
Br: 2.48 6.11 5.90
H: -3.56 -1.58 -8.81
C: -5.57 -2.40 7.50
C: 5.01 2.78 -0.59
C: -4.16 -6.88 0.91
C: 3.60 3.72 -4.06
C: -4.43 -5.47 -1.11
H: 7.62 2.02 -0.72
O: 0.67 -0.07 -8.78
H: -4.01 -3.23 6.15
H: 4.08 0.93 0.04
C: -0.06 -0.18 5.38
H: 2.17 3.19 2.91
H: -3.68 -6.99 1.89
H: -3.05 -1.15 0.96
H: -3.85 -0.07 -7.93
C: -2.02 -3.33 2.19
H: 8.36 -0.69 0.43
H: 3.26 5.71 -4.23
C: -2.17 -0.72 6.72
C: -5.74 -0.09 8.49
H: -1.49 -0.66 -9.81
H: -6.33 2.03 7.90
H: 2.89 3.34 -8.32
C: -3.66 -5.62 0.20
O: 0.69 -0.19 2.90
H: -4.29 -6.36 -1.73
C: 4.65 1.76 0.48
C: -1.43 -4.61 -0.64
H: -2.29 -0.51 7.79
O: 4.69 3.70 -4.63
H: -5.58 -1.82 9.57
H: 0.57 -3.38 -8.08
O: 1.65 1.47 4.35
S: -4.38 1.34 2.67
C: -3.75 -1.99 1.02
H: 6.79 3.06 1.46
H: -4.32 -1.90 1.94
H: -2.50 -1.10 -7.46
H: 2.00 4.87 -3.39
P: -3.84 -0.74 5.91
H: 7.10 -0.49 -0.56
H: -4.11 -4.61 -1.69
C: -5.17 -1.43 8.64
H: -1.70 -1.71 6.66
O: 0.33 0.62 -6.41
O: -0.63 1.81 3.52
H: 4.05 2.21 1.27
C: -2.96 -3.30 0.98
H: -5.24 -6.85 1.06

5.
H13O6 | ωB97M-V/def2-TZVPD

Its spin multiplicity is 1. As for the charge: +1. The HOMO energy comes out at -15.4 eV.

Positions of all 19 atoms, in Å:
O: 0.62 -0.83 -0.59
H: 0.82 -0.92 2.62
H: -2.28 -0.29 0.35
H: 2.40 -0.20 -3.27
O: 2.17 -0.88 -2.81
H: 2.56 -1.57 -3.32
O: 0.55 -0.16 2.01
H: 0.53 -0.24 0.22
H: -2.27 1.34 2.33
H: 0.92 2.32 0.21
O: -2.18 -0.83 -0.44
H: -1.17 0.58 1.77
O: 0.23 1.94 -0.43
O: -2.02 0.87 1.67
H: 1.22 -0.88 -1.30
H: 1.22 0.39 2.32
H: -0.64 2.20 -0.17
H: -0.37 -1.04 -0.83
H: -2.32 -1.80 -0.34

6.
C25H18BrMnN4O5S | ωB97M-V/def2-TZVPD

Its spin multiplicity is 6. As for the charge: -1. The HOMO energy (spin up / spin down) comes out at -4.0 / -5.1 eV. Its expectation value of S² is 8.766.

Positions of all 55 atoms, in Å:
N: 2.69 -0.51 0.66
C: -2.15 -0.88 2.34
C: 0.49 1.16 -4.33
H: -4.13 0.96 4.47
C: -1.81 0.17 1.41
H: -0.71 -0.65 -6.94
C: -2.96 -2.86 4.22
C: 3.29 -1.33 -0.18
H: -4.15 -1.33 5.09
C: -1.46 0.05 -0.02
C: -1.99 -3.16 3.24
C: -1.90 0.16 -5.35
C: -1.89 0.89 -4.17
S: 1.60 1.89 -1.39
H: -3.25 2.78 3.06
H: 1.41 0.23 -6.01
Mn: 0.61 -0.09 0.32
C: 4.61 -0.26 1.99
C: -1.61 -2.20 2.35
O: 1.23 1.21 2.02
O: 2.91 1.56 3.49
O: 6.56 -1.45 1.42
C: -0.70 1.40 -3.66
C: 0.47 0.42 -5.50
C: 4.62 -1.68 0.02
O: 1.24 -1.35 -1.39
H: -1.79 2.36 -2.24
H: 5.10 0.18 2.84
N: -0.82 2.20 -2.50
H: -3.28 -0.17 -0.47
C: -3.45 -1.60 4.31
C: -3.03 -0.57 3.42
H: 0.22 3.59 0.13
C: 2.40 1.04 2.50
H: -3.26 -3.62 4.92
O: 2.98 -2.55 -2.18
C: -2.17 1.46 1.75
C: -0.71 -0.08 -6.03
C: -3.46 0.75 3.64
N: -2.36 -0.07 -0.93
Br: -0.21 -2.72 1.17
N: -0.33 3.53 -0.72
C: 2.42 -1.81 -1.38
C: 5.26 -1.14 1.13
H: 5.11 -2.35 -0.67
C: 3.29 0.04 1.70
H: 1.42 1.52 -3.93
H: -2.83 -0.23 -5.72
H: 6.89 -2.05 0.74
H: -2.82 1.05 -3.63
C: -2.98 1.75 2.86
H: -1.83 2.26 1.11
H: -1.53 -4.14 3.20
C: 0.09 2.57 -1.58
H: -1.33 3.68 -0.60

Calculated DFT total energy in order - -87844.6870, -6323.0670, -28100.7421, -191453.5713, -12488.1904, -154617.3670 eV